Entry from the OMol25 dataset: a structure of composition C35H31CrN7O3 at a distorted geometry (the ωB97M-V functional and the def2-TZVPD basis).

Structure (XYZ):
```
77
Properties=species:S:1:pos:R:3:forces:R:3
Cr -0.051469 0.001037 1.150368 -0.20 -0.32 1.61
O 3.581077 -1.916364 2.618006 0.02 0.00 -0.02
C 3.128415 -2.239751 3.843645 -0.21 0.16 -0.03
C 3.918694 -3.074460 4.633125 0.05 -0.02 0.00
C 3.498554 -3.448854 5.892754 0.03 0.11 -0.17
C 2.288412 -2.982346 6.394132 -0.13 0.01 0.19
C 1.499996 -2.152672 5.626003 0.11 0.03 -0.15
C 1.894617 -1.771782 4.339198 0.46 -0.20 0.04
C 1.014127 -0.967052 3.493107 -1.23 0.66 -0.09
O 1.397841 -0.587209 2.305222 1.17 -0.17 0.19
N -0.192372 -0.664766 3.910510 0.92 -1.00 1.49
N -0.925793 -0.101141 2.933683 -1.85 1.07 -0.13
C -2.095602 0.387958 3.271117 1.18 -0.68 0.01
C -3.028099 0.927895 2.347616 -0.55 0.43 -1.11
C -4.239736 1.473048 2.806296 0.17 -0.03 -0.01
C -5.168189 2.006450 1.944740 -0.19 0.06 0.19
C -4.936127 1.981768 0.568249 0.27 -0.13 0.10
C -3.772037 1.442107 0.073325 0.10 0.00 -0.13
C -2.779228 0.923633 0.931669 -0.43 0.19 1.08
O -1.677829 0.467910 0.455764 -0.77 0.17 -1.28
H 2.902024 -1.332973 2.204563 0.12 -0.10 0.03
H 4.862980 -3.410544 4.229696 0.03 -0.04 -0.04
H 4.118082 -4.101063 6.491972 0.04 -0.03 0.03
H 1.968473 -3.268257 7.385805 -0.04 0.00 0.04
H 0.560078 -1.775495 5.995424 -0.11 -0.01 0.04
H -2.366642 0.367120 4.325029 0.08 -0.13 0.02
H -4.428806 1.470482 3.870224 -0.05 0.03 0.15
H -6.075224 2.446813 2.329729 -0.09 -0.02 0.06
H -5.676492 2.390555 -0.105484 -0.01 0.02 -0.07
H -3.566310 1.415848 -0.988121 0.01 -0.03 -0.05
C -0.119034 -4.283160 1.036055 0.09 -0.06 -0.09
C 0.834982 -4.534149 0.043924 -0.23 0.30 0.13
C 1.328647 -3.478489 -0.683017 -0.05 0.05 -0.09
C 0.890838 -2.174488 -0.404015 0.20 0.18 -0.03
N -0.018468 -1.946155 0.586387 0.00 -0.53 -0.31
C -0.505201 -2.976542 1.261553 -0.18 -0.26 0.24
C 1.385974 -0.989111 -1.047398 -0.26 -0.61 0.73
C 2.162620 -0.929760 -2.226233 0.60 0.53 -0.81
C 2.585278 0.308712 -2.675614 -0.24 -1.00 0.28
C 2.226021 1.463865 -1.996109 -0.06 0.78 0.22
C 1.419157 1.346713 -0.840560 0.17 -1.24 -0.32
N 1.035855 0.132566 -0.402607 1.25 1.12 -1.81
C 0.970862 2.414959 0.001846 -0.66 0.70 0.96
C 1.089176 3.785469 -0.297516 0.20 -0.65 -0.25
C 0.651794 4.725856 0.598682 -0.39 -0.26 0.82
C 0.078142 4.294609 1.805518 0.25 0.38 -0.63
C -0.057770 2.940334 2.017205 -0.08 -0.10 0.34
N 0.364889 2.013145 1.166974 0.61 0.83 -0.73
H -0.527494 -5.081852 1.631650 -0.11 -0.05 0.06
H 1.180161 -5.540119 -0.138341 0.05 -0.08 -0.04
H 2.079991 -3.632340 -1.440052 0.07 -0.01 -0.09
H -1.230362 -2.740644 2.031005 0.01 0.02 0.04
H 2.399408 -1.828550 -2.769280 0.06 -0.10 -0.04
H 3.198874 0.377163 -3.564222 0.01 -0.01 -0.06
H 2.562207 2.432768 -2.328171 0.06 0.06 0.00
H 1.521569 4.084845 -1.239640 0.07 -0.02 -0.06
H 0.740237 5.779844 0.384066 0.03 0.08 -0.04
H -0.264052 5.000608 2.543529 -0.06 0.02 0.09
H -0.521349 2.570438 2.921853 -0.03 -0.03 0.02
N -1.233648 -0.737892 -1.994580 -0.09 -0.58 0.28
C -1.339380 -0.143236 -2.973572 -0.09 -0.07 0.10
N -1.528429 0.515913 -4.090232 -0.14 0.24 -0.47
C -0.951666 1.830364 -4.269928 0.35 0.44 -0.08
C 0.386580 1.748883 -5.024227 -0.05 -0.08 0.03
C 0.395841 0.559255 -5.992762 -0.11 0.09 -0.10
C -1.017271 0.261461 -6.482331 0.13 -0.10 0.18
C -1.862028 -0.224600 -5.300364 -0.39 -0.23 -0.44
H -0.810826 2.282145 -3.286172 -0.09 0.02 -0.08
H -1.668940 2.443174 -4.829477 0.06 -0.06 0.14
H 1.200966 1.638369 -4.309523 -0.07 0.11 -0.06
H 0.541114 2.679036 -5.570013 0.02 0.12 -0.02
H 0.780033 -0.325457 -5.481532 0.07 -0.06 0.00
H 1.051708 0.765899 -6.838414 0.08 -0.05 0.03
H -1.005190 -0.505039 -7.257470 -0.09 0.00 0.00
H -1.451593 1.160540 -6.920988 -0.05 0.05 -0.05
H -1.669863 -1.286369 -5.116734 -0.02 0.14 0.00
H -2.933773 -0.106875 -5.516517 0.15 -0.09 0.01
```
Forces are in eV/Å.

Summary:
Gap between HOMO and LUMO (alpha / beta) ... 3.991 / 6.906 eV
Energy ... -3005.8965 Eh
Net charge ... 0
E_LUMO (alpha / beta) ... -0.6 / -0.4 eV
HOMO level (alpha / beta) ... -4.56 / -7.35 eV
2S+1 ... 5

Results of the Mulliken charge analysis, in e, for atoms 1 through 2: atom 1 (Cr): -1.271, atom 2 (O): -0.733

Entry from the OMol25 dataset: a structure of composition C35H31F6N5NaO12S2Te (the ωB97M-V functional and the def2-TZVPD basis).

Structure (XYZ):
```
93
Properties=species:S:1:pos:R:3:forces:R:3
Na -0.360626 -0.253761 0.236906 -0.65 0.41 -0.43
C -4.190230 -0.741833 0.014984 -0.01 0.02 0.01
C -4.077672 -0.904735 -1.501686 -0.01 0.01 -0.05
C -4.074735 -2.385307 -1.874414 0.02 0.01 0.03
C -2.884559 -0.142432 -2.051904 -0.01 -0.06 -0.01
C -1.672866 -0.753078 -2.362028 -0.09 0.00 0.01
C -0.610565 -0.015776 -2.877727 0.07 0.03 0.20
C -0.710937 1.358256 -3.054474 -0.03 0.03 -0.01
C 0.456294 2.174280 -3.540231 0.00 0.01 -0.06
C -1.916853 1.973138 -2.724445 -0.01 -0.01 0.04
C -2.984736 1.234131 -2.246526 0.07 0.02 0.05
H -5.094652 -1.231889 0.388003 -0.01 0.00 -0.01
H -4.227989 0.312333 0.292614 0.01 0.02 0.02
H -3.328320 -1.181952 0.516281 0.03 -0.01 0.03
H -4.965648 -0.443302 -1.949802 -0.01 -0.02 -0.03
H -3.284770 -2.917154 -1.340342 0.02 -0.01 0.00
H -3.922326 -2.532262 -2.945512 -0.01 0.00 -0.01
H -5.024280 -2.845785 -1.593272 -0.01 0.00 0.01
H -1.535107 -1.811077 -2.175821 0.02 -0.03 -0.07
H 0.331349 -0.512155 -3.078118 0.00 -0.01 -0.04
H 0.121829 2.969065 -4.209251 0.01 0.02 0.00
H 1.183779 1.555753 -4.066425 -0.02 0.01 0.01
H 0.979238 2.647461 -2.704177 -0.13 0.01 -0.11
H -2.007402 3.049670 -2.808392 0.00 0.00 0.00
H -3.907682 1.740349 -1.982857 -0.01 0.01 -0.02
F -0.021109 -5.451436 2.422923 0.03 0.08 -0.04
C -0.767345 -4.637077 1.667679 -0.14 -0.08 0.03
F -0.747519 -5.107261 0.412900 0.00 0.05 0.06
F -2.034190 -4.729933 2.114380 0.04 0.05 -0.05
S -0.203655 -2.876953 1.753920 -0.31 -0.57 -0.03
O -1.104660 -2.227030 0.826358 0.01 -0.35 0.14
O -0.308349 -2.582111 3.146885 0.04 -0.04 -0.04
N 1.241183 -3.125727 1.212869 0.12 0.29 0.24
S 2.004123 -2.349625 0.092780 0.05 -0.32 -0.34
O 3.318609 -1.930563 0.456531 0.03 -0.09 0.00
O 1.205118 -1.469316 -0.735607 0.40 -0.37 -0.03
C 2.302933 -3.799408 -1.037649 0.07 0.06 -0.16
F 2.714216 -4.888521 -0.381063 -0.02 0.03 0.09
F 3.249772 -3.507130 -1.944504 -0.04 0.13 0.01
F 1.190880 -4.120314 -1.712916 -0.02 0.00 0.09
Te 3.696959 0.076499 -2.516881 0.06 -0.04 -0.01
C 4.606261 1.460492 -3.834235 -0.01 0.07 -0.03
C 4.859611 2.785330 -3.485532 -0.01 -0.03 0.01
C 5.430802 3.659400 -4.401367 0.00 -0.02 -0.01
C 5.755244 3.230784 -5.681464 -0.02 -0.01 0.03
C 5.502834 1.912311 -6.037629 -0.01 0.01 0.02
C 4.936348 1.037224 -5.121842 0.00 -0.01 0.00
C 3.818382 1.277628 -0.799935 -0.03 -0.05 0.04
C 2.779393 2.134837 -0.461029 -0.03 0.05 0.01
C 2.869990 2.905088 0.693063 0.00 -0.08 -0.04
C 3.972637 2.788675 1.523311 0.00 -0.04 0.00
C 4.999092 1.911013 1.196444 -0.02 0.01 0.02
C 4.926176 1.159006 0.035126 0.00 -0.01 -0.01
H 4.606238 3.136340 -2.492957 0.00 0.01 0.02
H 5.617195 4.686191 -4.109642 0.00 0.00 0.00
H 6.196243 3.916353 -6.394436 0.00 0.00 0.00
H 5.748931 1.561423 -7.033094 0.00 0.00 0.00
H 4.751292 0.009196 -5.415009 0.00 0.00 0.00
H 1.880260 2.193549 -1.063377 0.12 -0.06 0.14
H 2.053463 3.562811 0.951634 -0.09 0.03 0.05
H 4.011694 3.349261 2.448743 0.00 0.01 -0.01
H 5.842614 1.788171 1.864507 0.00 0.00 0.00
H 5.708634 0.451428 -0.207619 0.00 0.01 0.00
O -0.111467 3.491030 6.548496 -0.06 0.07 -0.11
N -0.711614 4.012670 5.614785 -0.04 0.03 0.12
O -1.433231 5.000104 5.766490 0.07 -0.08 0.02
C -0.571409 3.444868 4.298599 0.01 -0.01 -0.01
C -1.230592 4.045309 3.255854 0.02 0.09 -0.02
C -1.051450 3.520418 1.975712 -0.05 -0.02 -0.04
C -0.318180 2.301421 1.680380 0.08 0.15 -0.15
O -0.276864 1.834341 0.530903 0.18 0.39 0.07
C 0.341192 1.711257 2.857864 0.04 0.13 0.02
C 0.227721 2.305550 4.113613 0.04 0.05 0.14
N 1.114355 0.561495 2.793011 -0.11 -0.50 0.03
O 1.042596 -0.253860 1.795920 0.36 0.56 0.37
O 1.804949 0.251417 3.800060 0.12 0.03 -0.07
N -1.732386 4.202580 0.918415 -0.06 0.00 -0.02
O -2.779007 4.810309 1.201149 0.02 -0.04 -0.01
O -1.276114 4.195459 -0.215975 -0.01 0.02 0.01
H -1.840712 4.921255 3.405325 0.01 -0.01 0.00
H 0.736579 1.848689 4.945690 -0.03 0.01 -0.03
O -2.037462 0.254809 2.230905 -0.03 -0.09 -0.43
N -2.920906 0.405043 3.117836 0.09 0.02 0.28
C -3.118603 -0.572398 4.042053 -0.05 -0.05 0.01
C -4.063919 -0.420875 5.030182 0.02 0.00 0.00
C -4.820990 0.739407 5.109459 0.01 0.00 -0.01
C -4.588537 1.732356 4.169868 0.01 0.00 0.01
C -3.641095 1.554500 3.187248 -0.05 0.02 -0.01
H -2.460844 -1.421155 3.914242 0.01 0.00 0.02
H -4.184403 -1.220650 5.747571 0.00 -0.01 0.01
H -5.555182 0.873362 5.891183 -0.01 0.00 0.01
H -5.124408 2.670848 4.196003 0.00 0.01 -0.01
H -3.368595 2.289418 2.444013 -0.06 0.01 0.00
```
Forces are in eV/Å.

Summary:
Gap between HOMO and LUMO (alpha / beta) ... 3.754 / 6.361 eV
Energy ... -4354.7074 Eh
Net charge ... -2
E_LUMO (alpha / beta) ... 3.5 / 3.5 eV
HOMO level (alpha / beta) ... -0.22 / -2.83 eV
2S+1 ... 2

Results of the Mulliken charge analysis, in e, for atoms 1 through 2: atom 1 (Na): 1.184, atom 2 (C): -1.079

Entry from the OMol25 dataset: a structure of composition C35H31F6N5NaO12S2Te (the ωB97M-V functional and the def2-TZVPD basis).

Structure (XYZ):
```
93
Properties=species:S:1:pos:R:3:forces:R:3
Na 0.256878 1.128680 -0.461136 0.08 -0.40 -0.20
C -0.743985 -3.048558 -2.000375 -0.02 0.02 -0.07
C 0.708929 -3.441537 -2.258644 0.01 -0.05 0.01
C 0.949085 -4.921864 -1.954293 -0.01 0.01 0.00
C 1.677719 -2.548344 -1.510986 -0.01 -0.05 0.05
C 2.367822 -1.551835 -2.189517 0.03 0.03 -0.09
C 3.272233 -0.727584 -1.542002 0.00 0.03 -0.14
C 3.512499 -0.856705 -0.179141 -0.06 0.01 0.03
C 4.477355 0.063303 0.516938 0.01 0.01 -0.01
C 2.801250 -1.831025 0.511984 -0.06 0.00 -0.02
C 1.899995 -2.663750 -0.142329 0.01 -0.02 0.01
H -1.419015 -3.702720 -2.562039 0.00 0.00 0.00
H -0.915355 -2.014128 -2.300429 -0.05 -0.02 0.03
H -0.986639 -3.136447 -0.940541 -0.02 -0.02 0.15
H 0.899530 -3.281293 -3.324298 0.01 -0.02 -0.01
H 0.738997 -5.144133 -0.904765 0.00 -0.01 0.00
H 1.983673 -5.208693 -2.155250 0.01 0.00 0.00
H 0.290567 -5.548373 -2.561593 0.00 0.01 0.00
H 2.171266 -1.401417 -3.245154 0.00 0.01 -0.01
H 3.774351 0.046669 -2.110591 -0.02 0.07 0.06
H 4.199155 1.105378 0.350415 0.00 -0.01 -0.01
H 5.492695 -0.071146 0.134686 0.00 0.00 0.01
H 4.489670 -0.119617 1.591861 -0.01 0.01 0.01
H 2.929496 -1.919105 1.585259 0.01 -0.01 0.03
H 1.348223 -3.399320 0.435123 0.01 0.00 0.00
F -2.068642 5.622234 1.926934 -0.01 -0.01 -0.03
C -0.882082 5.064703 1.649774 0.04 -0.08 -0.04
F -0.599465 5.299139 0.377782 0.02 0.02 -0.01
F 0.034791 5.655212 2.414216 -0.02 0.01 0.06
S -0.969828 3.218215 1.994234 0.00 -0.35 0.14
O -0.969518 2.614770 0.675819 -0.39 0.42 0.23
O -2.115673 3.065582 2.831967 -0.09 0.15 -0.01
N 0.333747 2.857636 2.800611 0.05 0.04 -0.12
S 1.618367 2.598425 1.901672 0.32 0.14 0.26
O 2.009013 3.721254 1.108009 0.05 0.07 -0.03
O 1.622630 1.291298 1.286748 0.21 0.06 0.34
C 2.903374 2.476610 3.244451 -0.03 -0.07 -0.02
F 4.079155 2.849837 2.734229 0.00 -0.02 -0.03
F 3.024585 1.227794 3.690393 -0.02 0.04 0.00
F 2.628943 3.271922 4.279308 0.00 0.02 -0.01
Te -0.847366 -0.682572 2.281874 0.04 -0.13 0.19
C -1.998517 -2.372906 2.854274 -0.04 0.09 0.04
C -1.913644 -3.580372 2.171917 0.05 0.01 -0.03
C -2.642454 -4.686035 2.591891 -0.02 0.00 0.00
C -3.464688 -4.596383 3.705439 0.01 0.00 0.01
C -3.554869 -3.394288 4.394572 -0.01 0.00 -0.01
C -2.830915 -2.289915 3.967518 0.01 0.03 0.01
C 0.473344 -1.017227 3.924434 -0.02 -0.04 -0.07
C 1.223217 -2.188180 4.008769 0.00 -0.01 0.00
C 2.065131 -2.415175 5.087791 0.01 0.00 0.01
C 2.177932 -1.464625 6.095007 -0.01 0.00 0.00
C 1.441259 -0.292462 6.015421 0.00 0.00 0.01
C 0.591676 -0.071464 4.937957 -0.04 0.04 -0.03
H -1.268827 -3.660561 1.308378 0.03 0.02 -0.09
H -2.563676 -5.618418 2.045246 0.00 0.00 0.00
H -4.033881 -5.457643 4.034538 0.00 0.00 0.00
H -4.196593 -3.312810 5.264075 0.00 0.00 0.00
H -2.909355 -1.351330 4.502511 -0.01 0.00 0.00
H 1.146816 -2.930085 3.222080 0.00 0.00 -0.01
H 2.642821 -3.330975 5.136030 0.00 0.00 0.00
H 2.842533 -1.635859 6.933472 0.00 0.00 0.00
H 1.531152 0.460587 6.789488 0.00 0.00 0.00
H 0.029590 0.853100 4.872223 -0.01 -0.01 0.01
O -0.341915 5.026473 -7.246518 -0.01 0.00 0.00
N -0.734791 3.945036 -6.808131 -0.01 0.02 -0.03
O -1.562053 3.260344 -7.404478 0.00 0.00 0.01
C -0.216829 3.464686 -5.562000 0.02 0.00 0.01
C -0.642725 2.223403 -5.060472 -0.01 0.00 0.05
C -0.170289 1.755103 -3.842283 -0.05 0.06 -0.08
C 0.863454 2.488618 -3.082662 0.06 -0.04 -0.09
O 1.373574 2.074618 -2.029791 0.04 0.26 -0.21
C 1.238844 3.745517 -3.702054 0.02 -0.04 -0.02
C 0.702080 4.232665 -4.881943 0.00 0.00 0.02
N 2.275546 4.562082 -3.107827 0.08 0.05 -0.01
O 3.177461 4.031007 -2.488386 -0.02 0.00 -0.01
O 2.222891 5.779909 -3.296808 -0.02 -0.03 0.02
N -0.663320 0.531495 -3.402443 0.02 -0.10 -0.03
O -0.544179 0.150646 -2.173769 -0.26 -0.03 -0.12
O -1.315634 -0.199229 -4.218845 -0.08 -0.01 -0.02
H -1.351406 1.622765 -5.604006 -0.01 -0.01 0.01
H 1.027736 5.184074 -5.269428 0.00 0.00 0.00
O -2.965348 -0.542889 0.403782 -0.19 -0.17 0.07
N -3.419527 -0.090570 -0.714574 0.20 0.08 -0.02
C -3.927514 -0.935952 -1.634891 -0.01 -0.03 -0.04
C -4.388266 -0.471805 -2.845875 0.05 -0.02 0.00
C -4.330556 0.879974 -3.137971 0.03 0.04 -0.02
C -3.810317 1.734701 -2.179698 0.07 -0.06 -0.08
C -3.357816 1.232427 -0.981068 -0.01 0.03 0.07
H -3.901498 -1.972270 -1.337619 0.01 -0.01 -0.01
H -4.751401 -1.188219 -3.568914 0.01 0.01 -0.01
H -4.638973 1.254840 -4.103026 -0.01 -0.01 -0.01
H -3.704195 2.793925 -2.367379 -0.01 0.01 0.01
H -2.909556 1.821178 -0.195141 -0.01 -0.02 -0.04
```
Forces are in eV/Å.

Summary:
Gap between HOMO and LUMO (alpha / beta) ... 4.172 / 6.573 eV
Energy ... -4354.7167 Eh
Net charge ... -2
E_LUMO (alpha / beta) ... 3.6 / 3.6 eV
HOMO level (alpha / beta) ... -0.59 / -2.99 eV
2S+1 ... 2

Results of the Mulliken charge analysis, in e, for atoms 1 through 2: atom 1 (Na): 0.942, atom 2 (C): -0.237